Formula: C6H13N2O4
Source: the Open Molecules 2025 dataset
Level of theory: ωB97M-V with the def2-TZVPD basis set

Element x y z (Å)
C -0.78891 -0.61442 -0.32263
C -1.70853 1.13246 -1.40983
C 2.91028 -0.71899 0.00313
C 1.70016 -0.47892 -0.76900
C 3.00740 0.36708 1.18378
C 0.49319 -0.83779 0.00343
N -0.09055 1.77889 0.32044
N -4.44683 -1.18674 1.14106
O -1.75711 -0.86973 0.38901
O 0.72056 2.12946 -0.48995
O -0.93173 0.03841 -1.66536
O -1.45976 1.67813 -0.07166
H -4.65190 -0.65810 1.96966
H -2.72742 0.93169 -1.37154
H -1.54254 1.86602 -2.17686
H 3.80825 -0.59390 -0.68036
H 2.89986 -1.69626 0.33600
H 1.74586 0.62212 -1.13524
H 1.82502 -1.12894 -1.65884
H 2.16812 0.05986 1.86765
H 3.94101 0.26342 1.78676
H 0.65893 -1.19560 1.09066
H -5.12257 -1.11062 0.35772
H -3.51991 -1.06729 0.67874
H 2.86911 1.28973 0.62321

Output
Charge ... -1
Orbital gap (spin up / spin down) ... 6.97 / 6.97 eV
Energy relative to the best compared isomer or geometry (same formula, charge and spin) ... 135.1 kJ/mol
HOMO level (spin up / spin down) ... -3.18 / -3.18 eV



Formula: C20H36NO5
Source: the Open Molecules 2025 dataset
Level of theory: ωB97M-V with the def2-TZVPD basis set

Element x y z (Å)
C 5.19475 -1.19194 2.70673
O 6.06964 -0.17295 2.22399
C 6.40337 -0.28527 0.92949
O 6.94417 -1.22985 0.47076
O 6.13142 0.81565 0.19927
C 4.75032 0.92721 -0.14085
C 4.59396 1.00622 -1.63480
O 4.88101 -0.23878 -2.26607
C 3.84513 -0.73042 -3.06819
C 2.74799 -1.40774 -2.23293
O 1.44116 -1.11416 -2.75314
C 0.53180 -0.67895 -1.78456
C -0.04598 0.57657 -1.90753
C -0.93251 1.04370 -0.93960
C -1.27856 0.28063 0.17800
C -2.23675 0.80136 1.27524
C -1.76906 0.17612 2.61083
C -2.06177 2.32011 1.34441
C -3.63502 0.31838 0.83144
C -4.90043 0.97259 1.43833
C -6.03604 -0.04711 1.25072
C -4.82426 1.25074 2.94260
C -5.34877 2.24489 0.71578
C -0.70344 -0.99285 0.26501
C 0.18186 -1.47062 -0.69996
H 4.16715 -0.82722 2.67563
H 5.43842 -1.41231 3.73902
H 5.26788 -2.10948 2.12886
H 4.35079 1.85823 0.26464
H 4.15803 0.11132 0.27228
H 3.58280 1.34051 -1.87634
H 5.28484 1.75975 -2.01030
H 3.39784 0.03752 -3.70712
H 4.31226 -1.45411 -3.73331
H 2.92111 -2.48523 -2.29784
H 2.86223 -1.12921 -1.19139
H 0.23080 1.17272 -2.76644
H -1.33390 2.03348 -1.09194
H -2.11898 0.81453 3.41593
H -0.68319 0.22647 2.64042
H -2.12577 -0.83871 2.73544
H -2.42151 2.74701 2.27298
H -0.99162 2.53091 1.31661
H -2.48103 2.82355 0.48140
H -3.70335 0.48633 -0.24622
H -3.72648 -0.75874 0.97415
H -6.97902 0.40648 1.55502
H -6.12829 -0.32774 0.20332
H -5.88836 -0.92100 1.88208
H -5.83254 1.31521 3.34741
H -4.33006 2.18524 3.19541
H -4.34553 0.42709 3.46849
H -5.74912 2.01981 -0.27050
H -4.59796 3.02692 0.67804
H -6.18816 2.65712 1.27717
H -0.91996 -1.66152 1.08222
H 0.61392 -2.45925 -0.60199
N 0.80189 -3.35704 -4.35531
H 0.82477 -2.51926 -3.73782
H -0.10020 -3.40958 -4.83080
H 1.54735 -3.28396 -5.04885
H 0.93895 -4.19930 -3.79526

Output
Charge ... +1
Orbital gap ... 7.92 eV
HOMO level ... -11.77 eV